(1)
# C22H27MoNO2P2

A molecular structure, C22H27MoNO2P2 in a non-equilibrium geometry (ωB97M-V/def2-TZVPD, the OMol25 dataset).

Last column: natural (NBO) charge in e.
Positions of all 55 atoms, in Å:
C -0.5964 1.1160 -4.0863  -0.195
C -0.0385 0.8983 -2.8221  -0.029
C -0.8510 1.1544 -1.6627  0.148
C -2.2193 1.4353 -1.7719  0.011
C -2.7504 1.6286 -3.0469  -0.184
C -1.9552 1.4700 -4.1761  -0.128
C -3.0838 1.3875 -0.5377  -0.479
C -2.3508 1.9748 0.6268  -0.011
C -0.9644 1.7725 0.6999  0.164
C -0.2053 2.1355 1.8411  -0.053
C -0.8718 2.8203 2.8624  -0.188
C -2.2645 3.0157 2.7923  -0.143
C -2.9966 2.6160 1.6821  -0.175
H 0.0342 0.9731 -4.9747  0.245
H -3.8211 1.7978 -3.0999  0.242
H -2.3958 1.5683 -5.1663  0.250
H -4.0099 1.9196 -0.7142  0.264
H -0.2899 3.1697 3.7218  0.241
H -2.7749 3.5532 3.5817  0.249
H -4.0690 2.7124 1.5970  0.241
N -0.3447 1.0251 -0.3461  -0.489
Mo 0.3063 -0.7150 0.2551  0.428
C 1.3910 0.3295 -2.7017  -0.706
H 2.1023 0.9352 -2.1045  0.259
H 1.8540 0.1616 -3.6945  0.270
C 1.2860 1.8211 1.8998  -0.728
H 1.7995 2.1236 0.9682  0.258
H 1.7571 2.2673 2.7964  0.272
P 1.2094 -1.3469 -1.8728  0.949
P 1.5348 -0.0006 2.0259  1.145
C 0.9681 -0.3331 3.7331  -0.932
H 1.0352 -1.4180 3.9336  0.265
H 1.6312 0.2354 4.4114  0.264
H -0.0746 0.0118 3.8457  0.268
C 3.3327 -0.1900 2.0452  -0.955
H 3.6978 0.0867 3.0456  0.279
H 3.5645 -1.2436 1.8267  0.285
H 3.7680 0.4663 1.2769  0.260
C 0.3608 -2.3911 -3.0520  -0.932
H 0.9294 -2.4817 -3.9824  0.273
H 0.2779 -3.3694 -2.5786  0.266
H -0.6455 -2.0092 -3.2228  0.267
C 2.8993 -2.0815 -1.7501  -0.924
H 2.8602 -2.7959 -0.9028  0.281
H 3.1277 -2.5950 -2.7080  0.271
H 3.6402 -1.2910 -1.5153  0.260
C -1.3062 -1.3289 1.1347  0.553
O -2.1916 -1.7098 1.8489  -0.393
H -3.5458 0.3901 -0.3745  0.262
C -0.1953 -3.7906 1.4865  -0.763
C 0.7328 -2.7074 1.0635  0.431
O 1.9558 -2.9209 1.0772  -0.508
H -0.1552 -4.5526 0.7126  0.272
H -1.2455 -3.5706 1.6146  0.248
H 0.1566 -4.1302 2.4581  0.271

Atoms 1-2, force components in eV/Å:
-0.04 -0.22 0.86
0.47 0.26 0.15

Expectation value of S²   2.467
Electronic energy   -49253.683 eV
Charge   +2
Spin multiplicity   3
Largest force on an atom   0.150 hartree/bohr

---

(2)
# C19H34BeN6O7

A molecular structure, C19H34BeN6O7 in a non-equilibrium geometry (ωB97M-V/def2-TZVPD, the OMol25 dataset).

Last column: natural (NBO) charge in e.
Positions of all 67 atoms, in Å:
O -1.5438 -0.7517 -5.1238  -0.979
H -1.8274 -0.3886 -5.9769  0.469
Be 0.6056 0.7059 -1.7027  1.661
N 1.3014 -0.7717 -2.4441  -0.236
N -1.7215 -1.9455 -2.8809  -0.100
N 1.3365 2.2109 -1.8605  -0.428
N -0.7062 1.4812 -0.8138  -0.162
O 2.4938 -0.3855 -2.7631  -0.665
O 2.3847 2.4279 -2.7604  -0.582
O -1.7778 0.8748 -0.4603  -0.575
O -2.4655 -1.4729 -1.7713  -0.579
C -0.4830 -2.4606 -2.5935  0.213
C 0.8185 -1.9184 -2.9559  0.068
C 0.6101 3.2542 -1.4543  0.291
C -0.6064 2.8227 -0.8145  0.008
C 1.7274 -2.7426 -3.8080  -0.667
H 1.1493 -3.2325 -4.5998  0.214
H 2.2062 -3.5219 -3.2021  0.215
H 2.4990 -2.1040 -4.2482  0.255
C -0.5419 -3.7990 -1.9424  -0.674
H -1.1129 -4.5079 -2.5627  0.210
H -1.0356 -3.7189 -0.9627  0.243
H 0.4675 -4.1955 -1.7884  0.220
C 0.9084 4.6713 -1.7738  -0.689
C -1.7171 3.7065 -0.4012  -0.666
H 1.8224 4.7376 -2.3718  0.254
H 1.0270 5.2745 -0.8621  0.243
H 0.0823 5.1065 -2.3572  0.241
H -2.5463 3.1000 -0.0246  0.260
H -2.0617 4.2848 -1.2687  0.216
H -1.3913 4.4122 0.3712  0.216
H 2.7230 1.5004 -2.9162  0.519
H -2.0618 -0.6166 -1.4259  0.505
C -2.6179 -2.4255 -3.9342  -0.397
H -2.2506 -1.5407 -4.8059  0.394
H -3.6591 -2.2817 -3.6540  0.228
H -2.3229 -3.4068 -4.3177  0.202
O -0.4380 0.7418 -3.1017  -1.037
H -0.8088 0.0498 -3.7398  0.560
H -0.1794 1.4642 -3.6992  0.502
C -2.2670 -0.9986 5.3696  -0.632
C -0.7852 -1.2354 5.5379  -0.215
N 0.0589 -0.6308 4.4817  -0.451
C 0.1805 0.8328 4.5832  -0.218
C 0.8536 1.2730 5.8742  -0.618
C 0.0306 -1.2528 3.2386  0.658
O -0.6614 -2.2416 3.0098  -0.597
C 0.9663 -0.6920 2.2053  -0.109
C 2.2889 -0.3845 2.5390  -0.154
C 3.0991 0.1598 1.5541  -0.262
C 2.5581 0.3965 0.2857  0.072
N 1.2938 0.0895 -0.0268  -0.549
C 0.5295 -0.5341 0.8904  0.066
H -2.5046 0.0707 5.3505  0.198
H -2.7970 -1.4567 6.2097  0.216
H -2.6183 -1.4715 4.4468  0.236
H -0.4316 -0.8013 6.4758  0.193
H -0.5792 -2.3108 5.5318  0.223
H 0.7507 1.2111 3.7304  0.216
H -0.8275 1.2816 4.5339  0.188
H 1.8599 0.8496 5.9574  0.209
H 0.9513 2.3635 5.8639  0.218
H 0.2757 0.9910 6.7592  0.207
H 2.6546 -0.5741 3.5509  0.230
H 4.1332 0.4413 1.7262  0.227
H 3.1623 0.8504 -0.4974  0.226
H -0.4611 -0.8654 0.5911  0.247

Atoms 1-2, force components in eV/Å:
0.36 1.12 -1.27
0.18 -0.02 0.23

Largest force on an atom   0.079 hartree/bohr
Energy above the lowest of the compared OMol25 structures with the same formula, charge and spin   306.14 kJ/mol

---

(3)
# C3Br4O2

A molecular structure, C3Br4O2 in a non-equilibrium geometry (ωB97M-V/def2-TZVPD, the OMol25 dataset).

Last column: natural (NBO) charge in e.
Positions of all 9 atoms, in Å:
C -0.4058 1.1600 -0.1640  0.024
C -0.4402 0.4775 0.9362  0.081
C 1.3037 -0.4955 -0.0992  0.448
O 1.1984 0.4987 -0.8793  -0.538
O 0.6341 -0.2742 1.1379  -0.506
Br -1.4189 2.2550 -1.1204  0.284
Br -1.6803 0.5315 2.2427  0.212
Br 0.2758 -2.1045 -0.7609  -0.091
Br 3.2111 -0.8594 0.1117  0.086

Atoms 1-2, force components in eV/Å:
2.22 -0.53 -2.40
1.30 -0.06 -0.14

Electronic energy   -287372.297 eV
Largest force on an atom   0.097 hartree/bohr

---

Please write out number 3 again, unchanged.
# C3Br4O2

A molecular structure, C3Br4O2 in a non-equilibrium geometry (ωB97M-V/def2-TZVPD, the OMol25 dataset).

Last column: natural (NBO) charge in e.
Positions of all 9 atoms, in Å:
C -0.4058 1.1600 -0.1640  0.024
C -0.4402 0.4775 0.9362  0.081
C 1.3037 -0.4955 -0.0992  0.448
O 1.1984 0.4987 -0.8793  -0.538
O 0.6341 -0.2742 1.1379  -0.506
Br -1.4189 2.2550 -1.1204  0.284
Br -1.6803 0.5315 2.2427  0.212
Br 0.2758 -2.1045 -0.7609  -0.091
Br 3.2111 -0.8594 0.1117  0.086

Atoms 1-2, force components in eV/Å:
2.22 -0.53 -2.40
1.30 -0.06 -0.14

Electronic energy   -287372.297 eV
Largest force on an atom   0.097 hartree/bohr

---

> largest force on an atom of number 1 (C22H27MoNO2P2)?

0.150 hartree/bohr

---

> What is the largest force on an atom in the second record?

0.079 hartree/bohr

---

> What is the largest force on an atom in the second record?

0.079 hartree/bohr